134
Properties=species:S:1:pos:R:3:forces:R:3 method="wB97M-V/def2-TZVPD" orbital_gap_ev=4.89 e_above_lowest_ev=0.727 e_homo_ev=-1.51 total_charge=-2 molar_mass_da=1196.70
Tl 0.472566 0.075372 -0.654602 0.107 0.145 -0.102
O 4.016258 2.813691 0.845526 -0.290 -0.431 -0.264
C 3.902887 3.912751 0.094860 -0.078 0.135 -0.186
C 4.470584 5.093529 0.586447 -0.010 0.001 -0.021
C 4.379285 6.269959 -0.131656 -0.002 0.018 -0.010
C 3.722181 6.297980 -1.358477 0.011 -0.010 0.026
C 3.169955 5.127247 -1.852708 0.035 0.038 -0.031
C 3.249909 3.924444 -1.157325 -0.003 -0.060 0.068
C 2.632942 2.670691 -1.713510 0.078 -0.144 0.162
O 2.594346 1.651614 -0.972028 0.082 0.190 0.094
N 2.229766 2.767338 -2.983251 -0.077 0.015 -0.025
N 1.621537 1.647255 -3.430901 0.073 -0.011 0.070
C 1.415356 1.639884 -4.695696 -0.083 -0.006 -0.042
C 0.769291 0.539079 -5.407764 0.020 0.034 0.036
C 0.633917 0.647305 -6.803076 -0.008 -0.004 -0.003
C 0.025446 -0.364309 -7.515813 0.011 0.000 0.008
C -0.440417 -1.479844 -6.831318 0.000 0.017 -0.023
C -0.257541 -1.506368 -5.456485 -0.008 0.038 0.081
N 0.322484 -0.542062 -4.752898 -0.038 -0.032 -0.008
H 3.481852 2.110310 0.360277 0.130 0.189 0.133
H 4.965432 5.054130 1.549338 -0.006 -0.005 -0.010
H 4.817936 7.176649 0.271814 -0.002 0.000 0.002
H 3.637317 7.222309 -1.917461 0.006 -0.006 0.003
H 2.656829 5.112119 -2.805328 0.008 -0.008 0.031
H 1.734508 2.495417 -5.296821 0.014 0.000 -0.026
H 1.013341 1.530976 -7.301668 -0.014 -0.004 0.004
H -0.084045 -0.288021 -8.591616 -0.004 0.001 -0.005
H -0.926683 -2.302738 -7.339079 0.007 0.006 0.001
H -0.602133 -2.363043 -4.881706 -0.025 0.032 -0.039
C 4.906264 -3.865553 2.574090 -0.005 -0.038 0.006
Si 5.385043 -2.052836 2.449510 -0.045 0.013 -0.008
C 6.463301 -1.717512 0.954752 0.035 0.000 -0.053
C 6.488679 -1.738020 3.960142 0.036 0.005 0.035
C 3.932294 -0.886920 2.581177 0.037 0.084 -0.028
C 3.824086 0.008369 3.633245 0.022 -0.020 -0.021
C 2.742970 0.879674 3.724302 -0.018 -0.008 -0.029
C 1.790245 0.814076 2.725387 0.002 0.080 -0.054
N 1.850402 -0.036029 1.700234 0.166 0.030 -0.114
C 2.903501 -0.884438 1.588745 0.026 0.020 -0.065
S 2.962010 -1.968602 0.248412 0.045 0.003 0.190
H 5.789841 -4.502647 2.453777 -0.033 0.015 0.012
H 4.176138 -4.112102 1.803296 -0.002 -0.010 0.006
H 4.465551 -4.076310 3.554129 0.010 0.007 -0.026
H 7.266962 -2.457814 0.875013 -0.019 0.027 0.013
H 6.915606 -0.724429 1.032625 -0.010 -0.027 0.001
H 5.856726 -1.748709 0.049738 0.020 -0.005 0.010
H 7.357445 -2.404199 3.924726 -0.027 0.019 0.004
H 5.957488 -1.932457 4.897095 0.022 0.007 -0.023
H 6.859390 -0.709104 3.986366 -0.010 -0.030 0.001
H 4.591859 0.033895 4.401697 -0.012 0.001 -0.020
H 2.648582 1.597276 4.528542 -0.002 -0.001 -0.005
H 0.929403 1.473381 2.730805 0.019 -0.006 0.003
C -1.625496 -4.415741 -1.926620 0.017 -0.005 -0.024
C -0.487562 -3.559757 -1.359923 -0.021 -0.001 0.033
C 0.725610 -3.561968 -2.290195 0.020 -0.034 0.012
C -0.099483 -3.993140 0.043239 -0.026 -0.019 0.106
C 0.671972 -5.131676 0.216117 -0.039 0.007 0.008
C 1.074912 -5.536334 1.478220 0.017 -0.003 -0.014
C 0.757264 -4.752199 2.568520 -0.044 0.011 0.014
C -0.000679 -3.585594 2.454480 -0.019 -0.039 0.035
C -0.163034 -2.784110 3.745620 0.049 -0.031 -0.006
C -1.148023 -1.622808 3.737032 -0.018 0.062 0.002
C 1.214324 -2.260347 4.179480 0.008 0.043 -0.109
C -0.488968 -3.264630 1.183441 0.009 0.099 -0.144
N -1.379064 -2.170002 0.971093 0.300 -0.113 -0.029
C -2.614747 -2.405231 0.955121 -0.202 -0.063 0.072
C -3.640263 -1.317525 0.672650 0.010 0.007 0.021
N -3.303556 -0.150245 0.329166 -0.099 0.015 0.048
C -4.340770 0.765421 0.016031 0.111 -0.032 0.070
C -4.945755 1.557412 1.001453 -0.092 0.000 -0.007
C -6.045984 2.329019 0.620857 -0.018 -0.021 0.005
C -6.515842 2.353988 -0.676618 0.021 -0.007 -0.016
C -5.839844 1.629836 -1.647351 0.011 -0.009 -0.009
C -4.739270 0.844416 -1.332464 -0.008 -0.037 -0.018
C -3.977287 0.204484 -2.486425 0.000 0.032 0.026
C -3.701978 -1.300855 -2.409553 0.024 -0.039 -0.034
C -2.676897 0.975717 -2.733645 0.010 0.014 0.060
C -4.526038 1.730406 2.460386 0.037 0.031 -0.042
C -3.864983 3.109623 2.606421 0.037 0.014 -0.021
C -3.635329 0.674922 3.103269 0.043 -0.070 -0.035
C -4.983146 -1.955645 0.829968 0.041 0.025 -0.017
C -6.274483 -1.510736 0.710973 -0.039 -0.025 0.016
C -7.332784 -2.430575 0.924778 0.025 0.012 -0.011
C -7.112114 -3.745915 1.239808 0.009 0.002 -0.011
C -5.788010 -4.235354 1.360020 -0.024 0.001 0.019
C -5.404103 -5.563908 1.668040 0.002 0.004 -0.016
C -4.076488 -5.895250 1.741457 0.042 0.019 -0.015
C -3.041504 -4.950771 1.520506 0.005 -0.064 0.013
C -3.386481 -3.657834 1.226798 0.023 0.106 -0.016
C -4.756222 -3.315395 1.150557 -0.019 0.000 -0.001
H -1.773816 -4.192352 -2.987055 -0.025 0.020 0.017
H -2.571886 -4.237606 -1.410673 0.014 -0.007 0.031
H -1.392773 -5.481638 -1.834575 0.018 0.021 -0.025
H -0.828551 -2.525321 -1.302706 -0.006 0.014 -0.013
H 1.082846 -4.577585 -2.490181 -0.015 0.026 0.000
H 1.538058 -2.980932 -1.851466 -0.028 -0.020 -0.019
H 0.462374 -3.104389 -3.243588 0.017 0.012 0.007
H 0.975633 -5.701439 -0.653630 -0.003 -0.002 0.008
H 1.675993 -6.429168 1.603351 -0.006 0.005 0.003
H 1.114654 -5.036681 3.552218 0.014 0.004 0.004
H -0.505841 -3.503449 4.500592 0.005 0.002 0.025
H -0.879860 -0.879027 2.985155 0.003 -0.008 0.034
H -1.126686 -1.133336 4.714588 0.003 -0.009 -0.011
H -2.172186 -1.947582 3.551264 -0.035 0.005 -0.008
H 1.621195 -1.589088 3.417622 -0.223 -0.262 0.315
H 1.932793 -3.067771 4.323289 0.013 -0.027 -0.013
H 1.128696 -1.702356 5.115784 0.003 -0.019 -0.007
H -6.540137 2.922927 1.383144 0.002 -0.006 -0.010
H -7.378269 2.955275 -0.938012 -0.001 -0.005 -0.003
H -6.160325 1.678732 -2.682302 -0.004 0.005 0.002
H -4.626204 0.350825 -3.356923 0.011 0.029 -0.009
H -2.846060 -1.521367 -1.771147 -0.022 0.019 -0.044
H -3.455290 -1.664401 -3.409882 0.004 -0.007 -0.013
H -4.569284 -1.863537 -2.051475 0.012 0.011 0.003
H -1.983637 0.843979 -1.901069 -0.070 0.013 -0.012
H -2.865074 2.045951 -2.827907 -0.005 0.003 -0.039
H -2.179458 0.618835 -3.637058 0.029 -0.028 -0.014
H -5.467441 1.743078 3.022880 -0.006 0.031 0.043
H -4.551263 3.912598 2.329990 -0.002 -0.007 -0.022
H -3.546763 3.267892 3.640447 -0.023 0.003 -0.013
H -2.981405 3.171988 1.969920 -0.028 -0.003 0.042
H -2.668794 0.606133 2.605849 -0.034 0.032 0.032
H -4.104212 -0.312037 3.110511 0.011 -0.007 -0.028
H -3.456563 0.961086 4.143009 0.000 -0.010 -0.005
H -6.510300 -0.486159 0.461469 0.024 0.013 -0.009
H -8.350284 -2.070805 0.831242 -0.003 -0.002 0.001
H -7.947314 -4.420290 1.392668 -0.001 0.003 0.005
H -6.166930 -6.315750 1.837710 0.004 0.005 0.005
H -3.795571 -6.915920 1.971455 -0.007 0.002 0.003
H -2.010788 -5.272254 1.580095 0.019 0.038 -0.001
F 0.482284 3.410724 0.709836 0.025 -0.004 0.010
C -0.377132 2.359992 0.451883 -0.080 -0.026 0.096
F -1.444819 3.004389 -0.187419 -0.035 -0.031 -0.058
F -0.947933 2.138819 1.745260 0.044 -0.024 -0.036